# 1
{
  "formula": "C4H3CuLi2O2",
  "method": "wB97M-V/def2-TZVPD",
  "total_charge": 1,
  "gap_ev": [7.8, 7.0],
  "e_lumo_ev": [-3.9, -5.0],
  "total_energy_ha": -1959.91618,
  "relative_energy_kcal_mol": 0.00,
  "spin_multiplicity": 2,
  "elements": ["C", "O", "Li", "Li", "H", "C", "C", "C", "O", "Cu", "H", "H"],
  "positions_angstrom": [[0.0266, 1.6898, -0.2292], [0.9019, 1.5242, -1.2417], [-2.1369, -2.1856, -0.0654], [2.2343, 0.6494, -0.0655], [-0.9539, 2.2525, 0.1713], [-0.0952, 0.8116, 0.8297], [0.6636, -0.4652, 0.8663], [0.2740, -1.5166, 0.1194], [-0.8187, -1.5480, -0.7438], [-0.4299, 0.0504, -1.6602], [-0.3735, 1.2572, 1.7915], [0.7076, -2.5197, 0.2277]],
  "forces_ev_per_angstrom": [[-1.209, -0.026, 1.549], [-2.034, 0.692, 1.096], [-1.426, -0.690, 0.569], [-0.119, 0.172, -0.276], [1.973, 1.119, -2.965], [3.525, -1.785, 1.491], [-2.236, 0.402, -0.946], [0.353, -0.781, 0.867], [1.442, 0.282, 0.122], [0.116, 0.557, -0.895], [-0.740, -0.415, -0.385], [0.355, 0.472, -0.227]]
}

***

# 2
{
  "formula": "C19H15Cl5N5OPtS2",
  "method": "wB97M-V/def2-TZVPD",
  "total_charge": 1,
  "gap_ev": 7.1,
  "e_lumo_ev": -3.2,
  "total_energy_ha": -4298.60389,
  "relative_energy_kcal_mol": 6.81,
  "spin_multiplicity": 1,
  "elements": ["Pt", "Cl", "C", "C", "Cl", "C", "Cl", "C", "O", "C", "Cl", "C", "Cl", "N", "C", "C", "C", "C", "C", "C", "N", "C", "C", "C", "S", "C", "N", "H", "H", "H", "H", "H", "H", "H", "C", "N", "C", "S", "N", "C", "H", "H", "H", "H", "H", "H", "H", "H"],
  "positions_angstrom": [[0.6939, -0.7087, 0.5817], [-6.7233, -0.8342, 0.3994], [-5.0384, -0.5107, 0.4496], [-4.1122, -1.5313, 0.2776], [-4.6709, -3.1327, 0.0050], [-2.7405, -1.2720, 0.3161], [-1.6604, -2.5983, 0.0581], [-2.2446, 0.0232, 0.5362], [-0.9780, 0.4042, 0.5703], [-3.2134, 1.0362, 0.6935], [-2.6468, 2.6553, 0.9173], [-4.5757, 0.7874, 0.6556], [-5.6931, 2.0733, 0.8594], [1.7247, -2.0014, -3.1710], [0.5643, -1.4117, -3.6588], [-0.0103, -1.4075, -4.9251], [-1.1886, -0.7050, -5.0581], [-1.7686, -0.0204, -3.9753], [-1.1935, -0.0222, -2.7239], [-0.0121, -0.7468, -2.5737], [0.8015, -0.9448, -1.4671], [1.8114, -1.6894, -1.8644], [2.7801, -2.1089, -0.8669], [3.9637, -2.7626, -0.9471], [4.6168, -2.9765, 0.6167], [3.2908, -2.1686, 1.2999], [2.4105, -1.7681, 0.4252], [2.3656, -2.5757, -3.6912], [0.4395, -1.9256, -5.7609], [-1.6784, -0.6741, -6.0216], [-2.6887, 0.5252, -4.1341], [-1.6262, 0.5164, -1.8940], [4.4748, -3.1260, -1.8230], [3.1636, -2.0105, 2.3599], [3.0343, 2.7190, 3.8186], [2.3784, 1.4486, 3.5130], [1.1841, 1.1890, 2.9860], [0.7374, -0.5172, 2.8890], [0.3100, 2.0874, 2.5894], [0.4158, 3.5436, 2.5482], [4.0632, 2.4927, 4.0842], [2.5680, 3.2228, 4.6631], [3.0475, 3.3751, 2.9544], [2.8537, 0.6158, 3.8177], [-0.4710, 1.6894, 2.0694], [0.7334, 3.9431, 3.5051], [-0.5782, 3.9254, 2.3398], [1.0858, 3.8778, 1.7568]],
  "forces_ev_per_angstrom": [[-0.162, -0.032, -0.005], [-0.003, -0.005, 0.004], [0.002, 0.013, -0.001], [-0.006, -0.016, -0.002], [0.001, -0.001, 0.002], [0.009, -0.013, -0.016], [0.028, 0.010, 0.044], [-0.021, 0.037, 0.031], [-0.055, -0.005, 0.011], [0.055, 0.028, -0.006], [0.020, -0.009, 0.002], [-0.005, -0.003, 0.006], [-0.001, -0.001, -0.002], [0.017, 0.049, -0.014], [0.013, -0.004, -0.005], [0.001, 0.004, -0.003], [0.001, 0.001, 0.003], [0.003, -0.002, -0.001], [-0.015, -0.012, 0.006], [0.034, 0.101, -0.007], [-0.043, -0.132, -0.014], [-0.032, -0.057, 0.016], [0.007, 0.005, -0.003], [-0.029, -0.049, 0.000], [-0.004, -0.002, 0.013], [-0.038, -0.063, 0.018], [0.126, 0.201, -0.045], [0.002, 0.002, 0.000], [-0.002, -0.001, 0.000], [0.000, 0.000, 0.000], [0.000, 0.000, -0.001], [0.004, 0.001, -0.003], [-0.003, -0.003, -0.001], [0.011, 0.019, -0.004], [-0.019, -0.009, 0.034], [-0.064, -0.005, 0.092], [-0.006, -0.001, 0.060], [0.150, -0.012, -0.030], [0.069, -0.001, -0.166], [0.020, -0.025, -0.014], [-0.001, 0.000, -0.002], [-0.003, 0.004, 0.003], [-0.006, 0.009, -0.010], [0.005, -0.002, -0.001], [-0.062, -0.035, -0.002], [0.011, 0.010, 0.009], [-0.012, 0.002, -0.001], [0.005, 0.004, 0.001]]
}

***

# 3
{
  "formula": "C3H11NO2",
  "method": "wB97M-V/def2-TZVPD",
  "gap_ev": 10.4,
  "e_lumo_ev": 1.0,
  "total_energy_ha": -326.06360,
  "relative_energy_kcal_mol": 42.59,
  "spin_multiplicity": 1,
  "elements": ["C", "C", "O", "H", "H", "H", "H", "H", "H", "C", "N", "O", "H", "H", "H", "H", "H"],
  "positions_angstrom": [[0.7460, 0.3523, -0.6697], [2.1410, 0.4571, -0.0891], [-0.1143, -0.2867, 0.3614], [-0.0880, 1.1591, 1.5701], [0.7214, -0.3303, -1.5374], [0.3554, 1.3172, -0.9672], [2.4868, -0.5179, 0.2487], [2.1359, 1.1373, 0.7612], [2.8230, 0.8389, -0.8431], [-1.6839, -1.7630, -0.6402], [-1.4545, -0.4238, -0.1265], [-0.0146, 2.0518, 1.9599], [-0.7696, 2.5582, 1.6395], [-2.0360, -0.2645, 0.6976], [-1.4843, -2.5498, 0.0977], [-1.0419, -1.9199, -1.5049], [-2.7226, -1.8157, -0.9580]],
  "forces_ev_per_angstrom": [[-0.471, -1.427, 0.353], [-0.430, -0.058, 0.185], [0.515, 0.449, -0.681], [-0.116, 0.340, 0.025], [0.080, 0.369, 0.190], [-0.317, 0.178, 0.134], [0.057, -0.046, -0.048], [0.071, 0.042, -0.006], [0.082, 0.036, -0.082], [0.361, -0.089, 0.308], [-0.085, 0.591, -0.054], [-0.043, -0.078, 0.035], [0.110, -0.188, 0.000], [0.307, -0.075, -0.180], [-0.005, 0.023, -0.071], [-0.060, -0.056, -0.061], [-0.057, -0.010, -0.046]]
}

***

# 4
{
  "formula": "C5H11N2S",
  "method": "wB97M-V/def2-TZVPD",
  "total_charge": 1,
  "gap_ev": 8.7,
  "e_lumo_ev": -3.3,
  "total_energy_ha": -704.58116,
  "relative_energy_kcal_mol": 5.91,
  "spin_multiplicity": 1,
  "elements": ["S", "C", "C", "H", "H", "H", "H", "H", "H", "C", "C", "C", "N", "N", "H", "H", "H", "H", "H"],
  "positions_angstrom": [[-0.2528, 0.6670, -2.9386], [0.6693, 2.7637, -1.3271], [-0.2144, 2.4380, -2.5229], [1.0659, 0.5478, -3.2019], [0.3392, 2.1980, -0.4397], [0.6166, 3.8412, -1.0972], [1.7188, 2.5007, -1.5416], [-1.2712, 2.6882, -2.3082], [0.0925, 3.0132, -3.4176], [0.2298, -2.1997, 2.9388], [0.6314, -1.3152, 1.9734], [-1.1231, -2.4350, 1.1889], [-0.8509, -2.8713, 2.4225], [-0.2224, -1.4873, 0.9119], [0.6237, -2.3984, 3.9355], [1.4450, -0.5898, 1.9616], [-1.9233, -2.7840, 0.5363], [-1.3882, -3.6123, 2.9078], [-0.1859, -0.9647, 0.0181]],
  "forces_ev_per_angstrom": [[0.289, -0.050, 0.124], [0.118, 0.048, 0.093], [-0.320, 0.375, -0.152], [-0.237, -0.023, 0.020], [0.141, 0.232, -0.275], [0.069, -0.407, -0.053], [-0.367, 0.136, 0.140], [0.518, -0.071, -0.164], [-0.209, -0.347, 0.466], [0.476, 0.441, -0.035], [0.139, -0.183, 0.560], [0.255, 0.160, 0.117], [-0.795, -0.749, 0.086], [-0.386, 0.142, -0.877], [-0.199, 0.098, -0.501], [-0.409, -0.364, 0.000], [0.373, 0.168, 0.292], [0.577, 0.788, -0.510], [-0.035, -0.393, 0.667]]
}

***

# 5
{
  "formula": "C45H44N3O",
  "method": "wB97M-V/def2-TZVPD",
  "total_charge": 1,
  "gap_ev": 5.1,
  "e_lumo_ev": -4.3,
  "total_energy_ha": -1980.34095,
  "spin_multiplicity": 1,
  "elements": ["C", "C", "C", "C", "N", "C", "C", "O", "C", "C", "H", "H", "H", "H", "H", "H", "H", "H", "H", "H", "H", "H", "H", "H", "H", "C", "C", "C", "C", "N", "C", "C", "C", "C", "C", "C", "C", "C", "C", "C", "C", "C", "C", "C", "C", "N", "C", "C", "C", "C", "C", "C", "C", "C", "C", "C", "C", "C", "C", "C", "C", "C", "C", "C", "H", "H", "H", "H", "H", "H", "H", "H", "H", "H", "H", "H", "H", "H", "H", "H", "H", "H", "H", "H", "H", "H", "H", "H", "H", "H", "H", "H", "H"],
  "positions_angstrom": [[-1.0639, 2.0933, -2.3486], [0.3717, 1.6104, -2.6378], [0.2609, 0.7946, -3.9389], [1.3682, 2.7099, -2.7978], [2.5403, 2.7463, -3.4735], [3.3633, 3.9606, -3.1286], [4.8569, 3.6537, -3.1656], [5.2575, 2.9439, -4.3427], [4.5018, 1.7547, -4.5590], [3.0019, 1.9986, -4.6799], [-1.6397, 1.2000, -2.0344], [-1.1997, 2.8836, -1.5717], [-1.5460, 2.4084, -3.2913], [-0.6794, 0.2381, -3.8746], [0.2522, 1.4198, -4.8900], [1.0975, 0.0791, -3.9435], [1.2413, 3.5452, -2.0773], [3.1410, 4.8155, -3.8050], [3.0845, 4.2151, -2.0923], [5.4034, 4.6044, -3.2319], [5.1398, 3.1318, -2.2340], [4.9171, 1.3381, -5.4824], [4.6914, 0.9947, -3.7662], [2.4911, 1.0385, -4.7619], [2.8346, 2.5674, -5.6158], [-1.7394, -8.2971, 0.5301], [-1.0784, -7.9330, -0.6523], [-1.2394, -6.6473, -1.1686], [-2.1336, -5.7708, -0.5409], [-2.4207, -4.5412, -1.1688], [-3.6868, -4.3980, -1.8006], [-4.7471, -3.7804, -1.1216], [-6.0008, -3.7211, -1.7315], [-6.1780, -4.2350, -3.0207], [-5.1037, -4.8048, -3.7082], [-3.8554, -4.9000, -3.0929], [-1.4694, -3.5080, -1.2149], [-1.0291, -2.9993, -2.4448], [-0.2932, -1.8052, -2.4767], [0.0347, -1.0872, -1.3120], [0.7151, 0.2430, -1.3729], [0.8568, 0.8819, -0.0275], [2.0610, 1.3775, 0.5082], [2.0734, 1.9748, 1.7676], [0.8737, 2.1808, 2.4797], [0.8883, 2.7988, 3.7353], [-0.2516, 3.4558, 4.2779], [-0.5432, 3.2973, 5.6473], [-1.5618, 4.0456, 6.2425], [-2.2787, 4.9801, 5.4851], [-2.0298, 5.1038, 4.1111], [-1.0300, 4.3345, 3.4977], [2.0712, 2.7688, 4.5364], [2.6773, 3.9743, 4.9085], [3.7882, 3.9512, 5.7581], [4.2419, 2.7267, 6.2849], [3.6336, 1.5185, 5.8940], [2.5782, 1.5366, 4.9738], [-0.3440, 1.7682, 1.9015], [-0.3344, 1.0901, 0.6898], [-0.3066, -1.7188, -0.0828], [-1.0378, -2.8993, -0.0236], [-2.8349, -6.1375, 0.6104], [-2.5933, -7.3910, 1.1749], [-1.5973, -9.2975, 0.9403], [-0.4396, -8.6332, -1.1922], [-0.7596, -6.2995, -2.0891], [-4.5741, -3.3919, -0.1142], [-6.8326, -3.2787, -1.1877], [-7.1519, -4.1667, -3.5024], [-5.2195, -5.1902, -4.7199], [-2.9949, -5.3710, -3.5798], [-1.2353, -3.5937, -3.3619], [0.0392, -1.4054, -3.4436], [1.6443, 0.1699, -1.9497], [3.0132, 1.2226, -0.0083], [3.0334, 2.2389, 2.2281], [0.0397, 2.5848, 6.2404], [-1.7768, 3.8900, 7.3050], [-3.0220, 5.6050, 5.9768], [-2.6287, 5.7984, 3.5096], [-0.8150, 4.4362, 2.4308], [2.2598, 4.9088, 4.5275], [4.2914, 4.8950, 6.0157], [5.0695, 2.7209, 7.0051], [3.9725, 0.5593, 6.3084], [2.0997, 0.6136, 4.6379], [-1.2736, 1.8936, 2.4690], [-1.2721, 0.6546, 0.3141], [0.0241, -1.2979, 0.8720], [-1.2943, -3.3740, 0.9307], [-3.5601, -5.4233, 1.0218], [-3.0990, -7.6476, 2.1065]],
  "forces_ev_per_angstrom": [[-0.478, 0.298, 0.264], [-1.624, -0.520, -1.217], [0.192, 0.322, -0.551], [1.464, -1.545, 1.054], [-2.320, 1.299, 0.864], [-0.019, 0.165, -0.176], [0.356, -0.090, -0.342], [-0.902, -0.095, 0.556], [0.794, -0.322, 0.449], [0.356, -0.183, -0.075], [0.272, 0.499, -0.007], [0.330, -0.590, -0.567], [0.213, 0.228, 0.421], [0.290, 0.197, -0.341], [0.014, -0.695, 1.217], [-0.404, 0.151, -0.522], [0.169, -0.494, -0.630], [-0.117, -0.751, 0.236], [0.239, 0.142, -0.574], [-0.171, -0.286, 0.296], [0.083, -0.088, -0.428], [-0.391, 0.037, 0.066], [-0.037, 0.532, -0.166], [0.138, 0.371, 0.071], [-0.275, 0.137, 0.743], [-0.007, 0.183, -0.073], [0.044, 0.272, 0.111], [-0.440, -0.026, 0.338], [-0.074, -0.598, 0.151], [0.394, 0.391, 0.047], [-0.258, 0.215, -0.354], [0.136, -0.335, -0.322], [0.223, -0.058, -0.063], [0.158, 0.141, 0.025], [0.155, -0.040, 0.127], [-0.255, 0.102, 0.226], [-0.348, 0.448, -0.071], [0.293, 0.061, -0.061], [-0.032, -0.280, -0.417], [-1.450, -0.546, -0.560], [2.654, 1.530, -0.384], [-0.168, 0.708, -0.309], [-0.483, -0.371, 0.183], [0.166, -0.104, -0.032], [-0.084, 0.333, 0.064], [-0.067, -0.262, -0.490], [-0.355, 0.444, 0.371], [-0.110, 0.025, -0.317], [0.203, 0.024, -0.282], [0.184, -0.249, -0.054], [0.068, -0.295, 0.049], [0.072, 0.054, 0.518], [0.290, -0.103, 0.170], [0.172, -0.375, 0.064], [-0.037, -0.259, 0.105], [-0.186, 0.060, -0.194], [0.099, 0.314, -0.161], [0.039, 0.387, 0.412], [0.111, -0.390, 0.126], [-0.021, 0.194, 0.271], [0.280, 0.141, 0.282], [0.337, -0.030, -0.522], [0.375, -0.100, -0.142], [-0.044, 0.030, -0.221], [-0.033, 0.297, -0.087], [-0.162, 0.075, 0.323], [-0.056, -0.316, 0.344], [-0.115, -0.096, -0.354], [0.102, -0.070, -0.199], [0.193, -0.055, 0.133], [-0.128, 0.098, 0.230], [-0.423, 0.140, 0.095], [0.041, 0.786, 0.712], [-0.295, -0.755, 0.685], [0.437, -0.642, 0.989], [-0.329, 0.024, 0.065], [-0.496, 0.024, -0.238], [-0.201, 0.318, -0.237], [0.060, 0.186, -0.439], [0.073, -0.171, -0.219], [0.339, -0.274, 0.271], [-0.096, 0.033, 0.370], [0.177, -0.245, 0.159], [-0.294, -0.564, -0.031], [-0.374, -0.036, -0.383], [-0.085, 0.525, -0.231], [0.131, 0.274, 0.168], [0.411, -0.047, -0.347], [0.473, 0.425, 0.149], [-0.187, -0.061, -0.498], [0.107, 0.345, -0.359], [0.372, -0.438, -0.027], [0.155, -0.132, -0.300]]
}

***

# 6
{
  "formula": "C19H23NO4S",
  "method": "wB97M-V/def2-TZVPD",
  "gap_ev": 8.9,
  "e_lumo_ev": 0.6,
  "total_energy_ha": -1491.72461,
  "relative_energy_kcal_mol": 18.62,
  "spin_multiplicity": 1,
  "elements": ["C", "C", "C", "C", "O", "O", "C", "H", "H", "C", "O", "C", "C", "N", "C", "C", "H", "C", "H", "H", "H", "C", "H", "H", "C", "C", "H", "C", "H", "C", "H", "O", "H", "H", "H", "H", "C", "H", "H", "H", "S", "C", "C", "H", "H", "H", "H", "H"],
  "positions_angstrom": [[3.9891, 1.9840, 1.4761], [4.9206, 1.1999, 0.6189], [4.6303, -0.0172, 0.0442], [3.4026, -0.7999, 0.0844], [3.1051, -1.6456, -0.7269], [2.6442, -0.4944, 1.1548], [1.3252, -1.0013, 1.1342], [1.3134, -2.0063, 0.6975], [0.9811, -1.0301, 2.1697], [0.4322, -0.0740, 0.2988], [0.8960, 0.9375, -0.1900], [-0.9369, -0.5121, 0.1586], [-1.9122, 0.0987, -0.6257], [-3.0545, -0.6246, -0.5174], [-2.8407, -1.6985, 0.3221], [-1.5483, -1.6534, 0.7506], [-1.0847, -2.3557, 1.4130], [-3.8810, -2.7218, 0.6201], [-3.4660, -3.4517, 1.3094], [-4.7685, -2.2858, 1.0797], [-4.1866, -3.2458, -0.2864], [-4.3050, -0.3140, -1.1544], [-4.9892, -1.1511, -1.0103], [-4.1567, -0.1855, -2.2311], [-4.9851, 0.9599, -0.5995], [-5.0333, 0.9907, 0.9420], [-4.3944, 1.7721, 1.3470], [-6.5136, 1.2280, 1.2517], [-6.8417, 0.7350, 2.1634], [-7.1846, 0.6612, 0.0019], [-8.1630, 1.0919, -0.2105], [-6.3250, 1.0105, -1.0632], [-7.2840, -0.4324, 0.0757], [-6.7214, 2.2950, 1.3289], [-4.7019, 0.0381, 1.3532], [-4.4836, 1.8454, -1.0018], [-1.7794, 1.3063, -1.4749], [-2.1282, 2.1937, -0.9461], [-2.3477, 1.2069, -2.3979], [-0.7282, 1.4558, -1.7072], [5.9297, -0.6026, -0.9427], [6.8706, 0.7747, -0.5560], [6.2157, 1.6398, 0.2643], [6.6374, 2.5676, 0.6088], [7.8591, 0.8709, -0.9602], [4.3414, 3.0080, 1.5744], [3.9204, 1.5379, 2.4674], [2.9897, 1.9820, 1.0450]],
  "forces_ev_per_angstrom": [[-0.123, 0.092, 0.072], [-0.231, -0.446, -0.117], [0.575, 0.163, -0.208], [-0.175, -0.283, -0.197], [-0.008, 0.110, 0.137], [0.060, 0.035, 0.202], [0.018, -0.026, -0.294], [-0.074, 0.134, 0.153], [0.005, -0.018, -0.084], [0.306, -0.122, 0.180], [0.057, -0.008, 0.016], [-0.713, 0.204, -0.336], [0.651, 0.062, 0.138], [0.283, -0.088, 0.104], [0.097, -0.415, 0.355], [-0.123, 0.121, -0.087], [0.035, -0.236, 0.153], [0.013, 0.118, -0.108], [-0.004, -0.044, 0.030], [-0.099, -0.037, 0.031], [-0.090, -0.079, 0.003], [-0.574, 0.447, -0.291], [0.067, 0.043, -0.020], [-0.026, -0.113, 0.097], [0.410, -0.107, 0.090], [-0.087, 0.034, -0.115], [0.060, -0.041, 0.047], [-0.056, -0.023, -0.268], [-0.021, 0.016, 0.066], [-0.166, -0.055, 0.334], [0.013, -0.075, 0.024], [0.074, 0.051, -0.273], [-0.029, 0.060, 0.007], [-0.048, 0.006, 0.029], [0.061, -0.017, 0.043], [-0.009, -0.113, 0.054], [0.002, 0.055, -0.077], [-0.015, 0.114, -0.024], [-0.072, 0.041, -0.086], [-0.073, 0.037, -0.027], [-0.115, 0.454, 0.304], [-0.240, -0.388, -0.113], [0.167, -0.062, -0.094], [0.071, 0.169, 0.047], [0.214, 0.051, -0.063], [0.011, 0.068, 0.037], [-0.039, 0.043, 0.074], [-0.042, 0.068, 0.055]]
}